A 2-piece molecular cluster, C4H8NS overall in a non-equilibrium geometry, computed with the ωB97M-V functional and the def2-TZVPD basis.

Geometry as XYZ:
```
14
Properties=species:S:1:pos:R:3:nbo_charge:R:1
H -1.27 -1.15 1.40 0.232
S 1.41 0.50 2.63 0.149
C 0.72 -0.74 -0.39 -0.037
H 1.97 -0.76 2.84 0.152
N -0.06 0.09 0.48 -0.195
H -0.91 -0.34 -1.82 0.221
C 0.21 -0.20 -1.68 -0.362
H -2.26 -0.14 0.22 0.257
H 1.43 -1.48 -0.15 0.262
C -1.41 -0.16 0.87 -0.432
H 1.29 1.63 -0.46 0.281
H 0.76 -0.26 -2.53 0.253
C 0.57 0.79 -0.59 -0.010
H -1.63 0.50 1.58 0.229
```

Computed properties:
HOMO-LUMO gap (alpha / beta) = 6.481 / 6.389 eV
relative energy (zero: lowest compared OMol25 entry of this formula, charge and spin) = 562.7 kJ/mol
E_LUMO (alpha / beta) = -7.8 / -7.8 eV
charge = +1

---

C18H19BF5FeN6Se4SiTe as an isolated structure, computed with the ωB97M-V functional and the def2-TZVPD basis.

Geometry as XYZ:
```
56
Properties=species:S:1:pos:R:3:nbo_charge:R:1
C 0.79 -2.61 1.99 0.368
C 1.55 -1.55 4.38 0.220
H -3.61 0.37 -3.12 0.203
F 1.82 -3.72 5.28 -0.318
C -1.15 2.65 1.67 -0.018
H -4.24 0.58 -0.67 -0.062
H 5.82 3.89 1.06 0.206
H 2.12 4.43 3.08 0.224
H 0.68 0.18 -2.86 0.242
C -2.34 3.39 1.68 -0.380
C 0.84 -1.23 2.06 -0.592
N -2.00 -1.13 1.29 -0.308
Se 3.73 0.43 -1.96 -0.128
C -4.13 -1.64 1.01 -0.036
C 5.02 3.38 0.52 -1.120
H -2.53 4.33 2.16 0.210
C -2.57 0.31 -2.85 -0.015
N -2.22 0.20 -1.56 -0.319
H 3.43 1.76 3.83 0.239
H -4.24 2.79 0.65 0.203
H -1.35 0.37 -4.69 0.217
N -0.87 0.15 -1.46 -0.398
H 4.60 0.99 2.76 0.235
Se 1.95 1.96 0.47 -0.902
F 1.23 0.59 3.53 -0.336
H 5.43 2.47 0.08 0.240
Te 4.47 -0.61 -4.00 -0.121
N -2.57 1.53 0.51 -0.317
B -3.11 0.36 -0.33 0.556
C -0.38 0.22 -2.70 0.010
C 1.50 -2.92 4.25 0.251
H -4.23 -3.13 2.63 0.209
C -1.42 0.32 -3.62 -0.365
N -3.10 -0.89 0.57 -0.319
Fe 0.21 -0.02 0.40 1.323
C -2.33 -2.04 2.20 -0.042
H 3.72 5.16 2.86 0.206
F 1.03 -4.81 2.91 -0.316
C 4.22 1.96 3.10 -1.125
C 2.92 4.61 2.36 -1.117
H -0.19 2.86 2.10 0.239
H -5.10 -1.55 0.54 0.202
C 1.11 -3.46 3.03 0.218
C -3.67 -2.41 2.06 -0.375
H 5.04 2.49 3.59 0.206
H -1.59 -2.39 2.90 0.209
Si 3.54 2.96 1.63 1.459
C 1.21 -0.75 3.30 0.363
H 2.51 5.24 1.56 0.227
F 1.90 -1.01 5.58 -0.319
Se 1.69 -2.76 -2.83 -0.546
H 4.70 4.02 -0.31 0.229
Se 2.17 -1.40 -1.06 -0.114
N -1.30 1.54 0.97 -0.352
C -3.21 2.63 0.93 -0.023
F 0.34 -3.21 0.86 -0.331
```

Computed properties:
HOMO-LUMO gap (alpha / beta) = 5.334 / 5.060 eV
relative energy (zero: lowest compared OMol25 entry of this formula, charge and spin) = 29.6 kJ/mol
2S+1 = 6
E_LUMO (alpha / beta) = 4.0 / 3.6 eV
charge = -2

---

A 6-piece molecular cluster, C12H36O6 overall in a non-equilibrium geometry, computed with the ωB97M-V functional and the def2-TZVPD basis.

Geometry as XYZ:
```
54
Properties=species:S:1:pos:R:3:nbo_charge:R:1
H -2.95 4.43 -1.23 0.221
O -4.08 -0.45 3.13 -0.719
C -2.36 3.60 -0.85 -0.643
H 0.79 -2.41 -4.56 0.176
H 2.20 -3.08 -2.17 0.213
H -1.72 4.66 1.68 0.465
C -2.43 -2.01 2.65 -0.626
O 3.46 -0.92 -1.20 -0.739
H 0.08 2.73 4.06 0.221
H -2.11 0.14 2.49 0.155
H -1.87 -2.44 1.82 0.202
H -0.23 -0.65 0.96 0.142
H 1.81 2.64 4.16 0.230
H 0.63 0.55 5.18 0.171
H 3.07 -4.26 -1.05 0.204
H 0.43 -0.29 -6.72 0.197
C 0.94 2.13 3.76 -0.643
H 0.27 -0.71 -4.20 0.156
H 1.78 0.00 1.95 0.501
C -2.62 3.22 0.65 -0.065
H -1.74 -1.82 3.47 0.196
H -0.07 0.06 3.68 0.171
C 0.76 0.62 4.10 -0.075
H -1.55 -1.23 -5.52 0.461
H -2.99 -0.53 1.20 0.168
H 1.24 1.05 -1.05 0.222
H -3.58 2.71 0.57 0.177
C 0.39 0.19 0.66 -0.048
C 3.98 -2.26 -1.20 -0.061
H 0.93 2.28 2.68 0.208
O 1.95 -0.08 3.74 -0.739
H -0.49 0.78 -1.34 0.203
H 4.56 -2.47 -0.30 0.154
O -2.63 4.43 1.45 -0.730
H 0.60 -0.54 -1.42 0.218
H 4.60 -2.46 -2.07 0.173
H 2.18 -3.14 -0.31 0.202
O 1.67 -0.02 1.00 -0.758
C -2.91 -0.57 2.29 -0.075
H 1.92 -0.93 4.19 0.482
O -0.99 -1.97 -5.25 -0.720
H 1.26 -1.85 -6.83 0.207
C 2.75 -3.24 -1.24 -0.642
H 3.02 -0.83 -0.35 0.487
C 0.30 -1.51 -4.93 -0.057
C 1.06 -1.00 -6.18 -0.636
H -1.33 3.90 -1.04 0.203
H -3.18 -2.77 2.90 0.228
H -4.76 0.01 2.63 0.472
H -1.85 2.61 1.13 0.167
H 0.01 1.08 1.17 0.137
H 2.04 -0.56 -5.97 0.216
H -2.62 2.80 -1.54 0.205
C 0.41 0.38 -0.86 -0.637
```

Computed properties:
HOMO-LUMO gap = 10.134 eV
relative energy (zero: lowest compared OMol25 entry of this formula, charge and spin) = 321.3 kJ/mol
E_LUMO = 0.4 eV
SMILES = CCO.CCO.CCO.CCO.CCO.CCO

---

One molecule with the formula C4H7NO in a non-equilibrium geometry, computed with the ωB97M-V functional and the def2-TZVPD basis.

Geometry as XYZ:
```
13
Properties=species:S:1:pos:R:3:nbo_charge:R:1
C 0.22 -1.10 0.38 -0.240
N -0.70 -0.07 0.50 -0.396
O 0.33 0.36 -3.06 -0.532
C 0.02 -0.36 -2.13 0.377
H 1.27 -1.13 0.54 0.185
H 0.72 1.18 1.48 0.181
H 0.15 1.26 -0.84 0.212
H 0.20 -1.44 -2.16 0.123
C -0.35 0.91 1.51 -0.407
H -0.96 1.81 1.40 0.207
H -0.21 -2.05 0.68 0.203
C -0.14 0.20 -0.76 -0.125
H -0.55 0.43 2.47 0.213
```

Computed properties:
HOMO-LUMO gap = 8.779 eV
relative energy (zero: lowest compared OMol25 entry of this formula, charge and spin) = 487.6 kJ/mol
E_LUMO = 0.0 eV
SMILES = CN1C[C@H]1C=O

---

A 6-piece molecular cluster, C42H98N6O10 overall in a non-equilibrium geometry, computed with the ωB97M-V functional and the def2-TZVPD basis.

Geometry as XYZ:
```
156
Properties=species:S:1:pos:R:3:lowdin_charge:R:1
H -2.09 -6.61 -2.17 0.104
H 3.55 -4.44 7.62 0.067
C 1.45 3.74 -3.42 -0.011
H -4.10 -0.75 9.85 0.085
O -2.10 -5.65 -2.09 -0.009
O 1.20 0.69 -7.78 -0.192
H -4.75 -1.42 4.75 0.110
C -0.41 2.45 -7.07 -0.216
H -5.16 -2.02 2.39 0.122
O -1.20 2.13 -1.67 -0.205
N 3.16 4.87 -2.07 -0.105
C -3.23 -0.30 6.73 -0.243
H -4.77 -0.98 -0.20 0.084
H -4.94 -5.38 0.44 0.086
H 0.34 -6.53 -2.14 0.079
N -0.48 3.29 -8.24 -0.056
H 3.54 -4.29 5.64 0.076
C -2.31 4.86 -7.63 -0.244
C -1.08 2.59 -0.30 -0.208
C -2.85 -4.93 0.07 -0.523
C -4.50 -1.17 2.65 -0.225
O -2.62 4.36 -6.34 -0.204
H 3.47 3.64 -5.19 0.080
O 4.19 -5.52 2.83 -0.192
H 0.83 -4.24 1.07 0.112
H 1.91 5.75 -5.00 0.127
H -4.94 0.86 6.19 0.122
H 4.72 4.45 -4.28 0.086
C 0.94 1.80 -6.92 -0.230
H -3.34 1.67 5.96 0.121
H -4.34 0.67 -0.11 0.083
C -4.21 -0.28 0.43 -0.134
H -4.02 1.23 3.86 0.104
C 0.24 2.16 0.26 -0.234
H -3.54 -1.31 6.43 0.107
C 4.93 -4.69 3.70 -0.224
H 5.28 -7.30 2.95 0.088
H -1.84 5.84 -7.71 0.127
H 0.45 0.46 -0.69 0.117
H -1.22 1.71 -6.99 0.132
H -3.92 -6.86 0.13 0.087
C -1.11 -4.32 1.76 -0.175
H -0.26 -3.85 -2.33 0.086
C 2.47 0.17 -7.57 -0.143
C -3.91 -1.09 8.83 -0.120
N 0.34 0.72 0.28 -0.046
C 3.60 6.07 -0.01 -0.035
H -3.69 -3.23 -1.13 0.095
C 0.00 -4.94 0.90 -0.132
H -0.81 -4.27 2.81 0.117
H 1.16 -3.62 -1.33 0.084
H 3.43 6.98 0.56 0.088
O -4.72 -0.13 1.72 -0.177
H -3.32 5.03 -8.06 0.124
H 1.87 7.85 -1.35 0.116
H 1.35 0.62 2.05 0.110
C 2.73 -4.23 8.29 -0.123
H 0.84 6.41 -0.09 0.090
C 4.20 -3.38 3.98 -0.181
H -3.41 5.08 -4.53 0.078
C -1.81 3.78 -8.56 -0.213
H 1.86 8.02 -3.86 0.113
C -3.91 0.75 5.83 -0.211
H -2.36 -2.85 -0.04 0.054
H 2.45 0.41 0.63 0.119
H 0.83 6.84 -3.08 0.107
H 3.27 0.89 -7.74 0.088
H 0.37 -7.10 -0.50 0.086
H 1.73 2.51 -7.24 0.122
H -2.57 2.99 -8.65 0.122
H -3.14 -0.49 0.30 0.084
H 0.41 -1.74 0.74 0.090
H -5.81 -0.16 3.98 0.126
C -2.08 2.94 -2.41 -0.123
H -4.81 -1.57 8.45 0.088
C 2.39 -2.65 5.45 -0.203
H 0.48 5.31 -1.33 0.062
H 4.48 3.81 -1.22 0.102
H -0.06 -0.19 3.39 0.089
H -0.97 -1.50 2.65 0.071
H -1.92 2.20 0.27 0.122
H -3.08 -1.81 8.93 0.091
O 3.54 3.68 -1.41 -0.020
H 5.05 -5.24 4.65 0.124
H 2.53 -0.27 -6.57 0.090
H -0.18 -1.76 4.15 0.079
H 0.85 -2.13 6.74 0.113
H 0.56 4.32 -3.17 0.063
C -4.81 -0.62 4.02 -0.195
H 1.07 2.61 -0.32 0.098
C 1.25 5.52 -0.57 -0.018
H 3.64 5.17 0.60 0.078
H -1.69 4.25 -9.54 0.123
H -4.39 -5.76 -1.14 0.079
H 3.49 7.75 -1.98 0.121
H 0.03 2.90 -9.02 0.110
H 2.56 -0.63 -8.31 0.089
H 5.87 -6.13 1.78 0.086
H -1.09 3.68 -0.37 0.108
C 1.28 -1.32 1.24 -0.203
C 2.55 7.20 -1.93 -0.140
H 1.56 -5.99 -0.99 0.087
H 1.55 2.93 -2.69 0.082
C 2.62 5.87 -1.18 -0.518
O 1.60 -3.70 7.64 -0.175
H -2.31 2.49 -3.37 0.089
H -3.18 -4.88 2.27 0.122
N -3.82 0.41 4.42 -0.058
H -0.49 3.07 -6.17 0.104
C 1.86 -2.54 6.89 -0.229
C -0.36 -5.04 -0.57 -0.510
H 3.04 -3.57 9.11 0.090
H -3.48 -1.58 2.56 0.110
C 0.09 -3.76 -1.30 -0.021
H 1.31 3.19 -4.36 0.062
C 1.46 0.18 1.06 -0.181
H -2.14 6.03 -5.30 0.090
H 0.39 -5.85 1.37 0.121
C -0.04 -1.27 3.19 -0.128
H 1.35 4.68 0.11 0.064
O -3.46 0.00 8.08 -0.184
C 3.80 3.88 -4.17 -0.041
C -4.09 -5.81 -0.09 -0.035
H 5.95 -4.51 3.35 0.118
H 2.35 -1.75 7.47 0.125
N -1.75 -5.43 -0.74 -0.099
O 1.16 -1.71 2.61 -0.208
C -2.41 -5.08 1.52 -0.132
H 1.21 1.57 -5.88 0.109
H 0.30 2.66 1.23 0.129
H -0.42 -2.88 -0.89 0.057
H -2.16 -0.23 6.55 0.120
C 2.53 5.99 -4.11 -0.132
H 4.62 6.11 -0.44 0.089
C 2.68 4.64 -3.43 -0.516
H 2.38 -1.59 5.18 0.121
N 3.70 -3.33 5.37 -0.064
H -3.81 5.97 -6.02 0.088
H -3.91 -3.18 0.65 0.063
H 2.15 -1.86 0.86 0.121
C 4.96 -6.53 2.24 -0.125
H 4.33 -6.94 1.45 0.085
C 1.88 7.09 -3.29 -0.169
H -3.00 3.01 -1.81 0.089
H -2.12 -6.14 1.61 0.125
H 3.47 6.29 -4.58 0.118
H 1.72 -3.25 4.83 0.115
C -3.25 -3.46 -0.16 -0.024
C 0.48 -6.20 -1.11 -0.049
H -1.68 3.93 -2.65 0.070
H 4.00 2.89 -3.77 0.082
H -1.18 -3.25 1.50 0.070
H 4.91 -2.56 3.85 0.113
C -3.02 5.41 -5.49 -0.106
H 3.34 -3.30 3.29 0.108
H 2.47 -5.17 8.78 0.087
```

Computed properties:
HOMO-LUMO gap = 8.702 eV
relative energy (zero: lowest compared OMol25 entry of this formula, charge and spin) = 118.9 kJ/mol
E_LUMO = 0.6 eV
SMILES = CC1(C)CCCC(C)(C)N1O.CC1(C)CCCC(C)(C)N1O.COCCNCCOC.COCCNCCOC.COCCNCCOC.COCCNCCOC

---

A 2-piece molecular cluster, C20H12BClF2NO11P2 overall in a non-equilibrium geometry, computed with the ωB97M-V functional and the def2-TZVPD basis.

Geometry as XYZ:
```
50
Properties=species:S:1:pos:R:3:nbo_charge:R:1
C 0.71 0.81 -0.14 0.281
H 6.63 2.37 -1.95 0.517
F -4.56 -0.42 3.41 -0.541
O -2.01 -3.90 3.98 -0.622
H -1.27 4.33 -0.62 0.246
C -1.04 2.25 -1.21 -0.042
Cl 4.72 1.13 0.14 0.069
H -0.25 -2.02 1.58 0.246
F -4.15 -0.49 5.65 -0.541
O -2.82 -1.82 4.20 -0.658
C -2.91 -3.12 4.18 0.686
C 0.22 -2.69 -0.40 -0.142
N -3.55 2.69 -2.45 -0.407
O 4.42 2.06 -3.06 -1.091
C 3.09 1.64 0.03 -0.071
C -2.92 3.65 -1.79 0.035
C -2.93 1.51 -2.52 0.036
H -0.62 -4.31 2.44 0.272
P 3.77 4.21 -0.85 0.238
O 0.88 4.27 -0.06 -0.517
C -0.34 -4.16 1.41 -0.201
C -1.69 3.49 -1.15 -0.241
C -4.39 -3.51 4.44 0.676
O -4.81 -4.64 4.48 -0.587
C 2.06 0.66 0.50 0.470
H 2.87 5.01 -1.57 0.035
C 0.28 2.01 -0.57 -0.072
O 2.28 -0.16 1.35 -0.449
O 6.38 3.31 -2.00 -0.994
H 0.60 -3.62 -2.31 0.223
H -3.41 4.61 -1.75 0.189
C 0.14 -5.06 -0.78 -0.232
O -0.02 -0.33 -0.15 -0.503
H 0.24 -5.89 -1.46 0.209
O 4.88 4.56 -3.58 -0.986
H -1.25 0.28 -2.06 0.228
C -0.13 -2.88 0.93 -0.166
H -3.43 0.72 -3.06 0.194
B -4.17 -1.21 4.47 1.260
C 0.49 -1.35 -0.95 0.781
H -0.36 -6.25 0.93 0.215
C 2.70 2.84 -0.37 -0.378
O 1.06 -1.09 -1.97 -0.566
C -1.70 1.25 -1.93 -0.222
C 0.35 -3.78 -1.27 -0.175
C -0.20 -5.25 0.55 -0.177
O -5.07 -2.41 4.60 -0.662
H 5.14 4.20 -4.44 0.512
C 1.23 3.14 -0.32 0.549
P 4.87 3.36 -2.53 2.076
```

Computed properties:
HOMO-LUMO gap = 6.653 eV
relative energy (zero: lowest compared OMol25 entry of this formula, charge and spin) = 0.0 kJ/mol
E_LUMO = 0.1 eV
charge = -1

---

A 2-piece molecular cluster, C4H7NO overall, computed with the ωB97M-V functional and the def2-TZVPD basis.

Geometry as XYZ:
```
13
Properties=species:S:1:pos:R:3:nbo_charge:R:1
C 1.64 0.50 -0.30 0.061
C -0.76 -1.58 0.49 -0.728
N 0.94 1.08 0.56 -0.327
H -1.25 0.37 1.44 0.130
C 0.89 1.60 -0.87 -0.319
H 1.38 2.56 -1.06 0.184
H -1.57 -2.18 0.92 0.239
O -1.80 0.35 -0.49 -0.560
H 0.12 -1.69 1.13 0.227
H -0.56 -1.92 -0.53 0.228
H -0.05 1.44 -1.42 0.214
H 2.32 -0.35 -0.35 0.210
C -1.30 -0.17 0.48 0.442
```

Computed properties:
HOMO-LUMO gap = 10.585 eV
relative energy (zero: lowest compared OMol25 entry of this formula, charge and spin) = 329.6 kJ/mol
E_LUMO = 0.9 eV
SMILES = C1=NC1.CC=O

---

A 3-piece molecular cluster, C4H9NO2 overall, computed with the ωB97M-V functional and the def2-TZVPD basis.

Geometry as XYZ:
```
16
Properties=species:S:1:pos:R:3:nbo_charge:R:1
N -1.83 -0.40 0.22 -0.829
C 1.62 0.48 1.61 0.291
H -1.14 -0.37 0.96 0.408
C -0.13 0.32 -1.37 -0.260
H -0.38 1.89 0.02 0.206
H 0.74 -2.05 0.50 0.014
C -1.43 -0.38 -1.09 0.631
H 1.15 1.97 -1.04 0.205
C 0.24 1.44 -0.76 -0.390
H -2.66 -0.95 0.41 0.402
H 0.47 -2.33 -0.14 -0.019
H 0.45 -0.11 -2.18 0.227
O 0.93 -0.42 2.04 -0.531
O -2.09 -0.84 -2.00 -0.595
H 1.42 1.54 1.85 0.118
H 2.47 0.29 0.94 0.122
```

Computed properties:
HOMO-LUMO gap = 10.043 eV
relative energy (zero: lowest compared OMol25 entry of this formula, charge and spin) = 286.4 kJ/mol
E_LUMO = 0.2 eV
SMILES = C=CC(N)=O.[H][H].C=O

---

One molecule with the formula CCl3FS2 in a non-equilibrium geometry, computed with the ωB97M-V functional and the def2-TZVPD basis.

Geometry as XYZ:
```
7
Properties=species:S:1:pos:R:3:nbo_charge:R:1
F 0.31 0.28 1.66 -0.331
Cl 1.39 1.82 -1.78 -0.187
Cl -1.72 -1.27 1.49 0.060
S 0.29 2.50 -0.19 0.182
C -0.51 -0.29 0.72 0.182
S -1.32 1.44 -0.30 0.085
Cl 0.36 -1.11 -0.63 0.009
```

Computed properties:
HOMO-LUMO gap = 8.998 eV
relative energy (zero: lowest compared OMol25 entry of this formula, charge and spin) = 52.2 kJ/mol
E_LUMO = -0.4 eV
SMILES = FC(Cl)(Cl)SSCl